DFT (ωB97M-V/def2-TZVPD) results for a structure of composition C24H56LiN2O5.

Output
charge: +1
HOMO-LUMO gap: 8.4 eV
HOMO level: -10.80 eV
spin multiplicity: 1

Last column: Löwdin charge in e.
Positions of all 88 atoms, in Å:
Li: -0.70016 6.98099 21.19329  0.642
C: 2.66982 6.89297 23.25110  -0.056
C: 2.71881 6.46400 21.77348  -0.238
O: 1.47928 6.80081 21.06589  -0.165
H: 2.02034 6.28231 23.76323  0.020
H: 2.48813 7.93998 23.57524  0.095
H: 3.66037 6.64045 23.65244  0.091
H: 3.14624 5.45242 21.56619  0.130
H: 3.45978 7.12910 21.31497  0.112
H: 1.67647 7.32694 20.27771  0.076
C: -0.47751 9.59407 23.08384  -0.076
C: -1.25062 9.79594 21.78969  -0.270
O: -0.59759 9.00641 20.77044  -0.151
H: -0.43258 8.51857 23.34279  0.061
H: -0.90625 10.10320 23.90836  0.069
H: 0.58431 9.89223 23.02720  0.087
H: -1.22305 10.91066 21.47433  0.149
H: -2.34302 9.58802 21.89506  0.116
H: 0.00113 9.65837 20.40165  0.090
C: -4.46456 7.30945 19.68843  -0.056
C: -3.47819 6.33273 19.01033  -0.292
O: -2.22874 6.26363 19.69329  -0.121
H: -4.01830 8.22942 20.08426  0.068
H: -4.74341 6.88090 20.72182  0.078
H: -5.38705 7.43696 19.17090  0.069
H: -3.30725 6.50706 17.99951  0.059
H: -4.12503 5.41541 18.92218  0.129
H: -1.58308 5.91009 19.06934  0.033
C: -0.80623 3.85872 17.84553  -0.027
C: -0.25586 4.95668 16.85034  -0.475
C: -1.18990 4.86427 15.57573  -0.088
C: -1.19804 6.17180 14.73377  -0.161
C: -1.61633 7.31105 15.64436  -0.125
C: -0.59196 7.47334 16.76051  -0.451
N: -0.46816 6.21602 17.53508  -0.224
O: 0.20444 6.33567 18.58462  -0.044
C: -1.11468 8.57590 17.66453  -0.002
C: 0.80541 7.84730 16.12864  0.014
C: 1.13071 4.50500 16.55331  -0.036
H: -1.83271 3.89298 18.11861  0.060
H: -0.11659 3.76413 18.69032  0.071
H: -0.79262 2.91441 17.23990  0.108
H: -2.25990 4.52357 15.73471  0.136
H: -0.75837 4.00043 14.94690  0.142
H: -1.83636 5.93395 13.93463  0.097
H: -0.30830 6.42432 14.23869  0.089
H: -2.59848 7.01144 16.15632  0.136
H: -1.83657 8.26485 15.25061  0.107
H: 1.16084 6.42519 18.33315  0.129
H: -0.42832 8.93895 18.42284  0.066
H: -2.02403 8.37991 18.17760  0.071
H: -1.24087 9.35615 16.95245  0.086
H: 0.66767 8.70766 15.48311  0.100
H: 1.28960 7.16748 15.48093  0.052
H: 1.45703 8.02829 16.94885  0.067
H: 1.22915 3.42744 16.28785  0.116
H: 1.82944 4.68997 17.35861  0.080
H: 1.57343 5.12768 15.78089  0.078
C: -0.46034 2.98946 23.46518  -0.004
C: -0.87417 3.75444 22.21087  -0.458
C: -1.78883 3.07227 21.13812  -0.092
C: -3.23605 3.04442 21.65454  -0.172
C: -3.75733 4.41557 22.07352  -0.099
C: -2.79222 5.27337 23.00462  -0.403
N: -1.37473 5.19279 22.48483  -0.201
O: -0.46631 5.99859 22.92214  -0.079
C: -2.81558 4.76406 24.46983  -0.036
C: -3.18737 6.78909 22.95277  -0.028
C: 0.37991 3.98192 21.50014  -0.076
H: -1.33641 2.53294 24.06295  0.114
H: 0.16677 3.50333 24.10891  0.060
H: 0.09808 2.20934 23.01179  0.083
H: -1.36974 2.07805 21.03719  0.123
H: -1.76799 3.49152 20.12655  0.084
H: -3.26332 2.35514 22.53232  0.118
H: -3.92769 2.62727 20.97015  0.099
H: -4.73951 4.15366 22.54974  0.146
H: -3.83342 4.93663 21.13356  0.071
H: 0.07841 5.43733 23.48156  0.088
H: -3.65892 5.22635 25.06527  0.102
H: -1.93049 4.99210 25.05397  0.075
H: -3.01385 3.67331 24.61206  0.079
H: -2.60053 7.39719 23.69054  0.093
H: -4.24682 6.91514 23.17468  0.098
H: -2.95256 7.32595 22.07823  0.016
H: 0.63238 3.04138 20.99580  0.111
H: 1.19522 4.37372 22.20906  0.108
H: 0.39633 4.67439 20.68730  0.057

Force components x, y, z for each atom (eV/Å):
Li 0.2 -0.3 -0.3
C 1.8 0.2 -0.8
C 0.6 2.4 -0.6
O 0.2 -0.4 0.1
H -1.7 -1.3 1.4
H -0.1 -0.5 -1.1
H -0.1 0.1 0.0
H -1.1 0.4 0.5
H 0.2 -0.2 0.0
H 0.2 -0.2 0.4
C 0.7 -1.0 -0.3
C 0.0 2.0 0.3
O -0.8 0.4 0.3
H -0.2 0.4 -0.1
H -0.6 0.6 0.8
H -0.5 0.2 -0.3
H 0.0 -1.7 0.4
H 0.9 -0.4 -0.3
H 0.4 -0.4 -0.4
C 1.2 -0.9 3.0
C -1.9 -0.2 1.4
O -0.9 -0.2 0.5
H 0.1 0.3 -1.0
H 0.1 0.1 -1.7
H -0.4 0.3 -0.6
H 0.5 1.0 -1.8
H 1.2 -0.2 0.7
H -0.2 0.0 -0.3
C 1.5 -1.1 -1.9
C -3.5 -2.4 0.5
C 1.2 -0.8 -1.0
C -0.9 -0.7 1.4
C -1.5 -2.2 1.6
C 0.9 -0.7 -0.6
N -4.9 0.0 -6.3
O 5.5 1.0 5.7
C 1.4 0.3 -0.3
C -1.8 0.7 0.6
C 1.7 0.5 -0.9
H -0.9 0.8 0.4
H -0.4 -0.1 0.0
H 0.4 0.5 0.7
H 1.2 0.7 0.5
H -0.5 1.3 0.8
H -1.4 0.3 -1.1
H 1.7 0.0 -0.4
H 1.1 0.3 -0.7
H 0.1 1.0 -1.1
H -0.3 -0.1 0.6
H 0.3 -0.2 -0.1
H -0.8 -0.5 0.1
H -0.4 1.2 -0.2
H 0.1 0.6 0.4
H 0.1 -1.3 -0.4
H 0.9 0.7 0.5
H -0.3 0.9 0.1
H 0.0 -0.2 0.8
H 0.0 -0.3 -0.6
C -4.0 -2.0 -0.7
C -1.1 3.0 -0.7
C -1.0 0.0 1.6
C 1.4 -0.6 1.8
C 0.9 -0.3 0.5
C 0.6 0.3 0.7
N -5.9 -5.1 -4.4
O 2.8 2.5 2.7
C -2.0 -0.2 1.0
C 0.6 -0.5 2.2
C 3.4 0.0 -0.2
H 1.5 0.7 -1.0
H 1.2 1.3 1.3
H 0.7 -1.2 0.2
H -0.2 -0.5 0.0
H 0.4 0.5 0.7
H 0.0 0.4 -0.4
H -0.6 -0.4 -1.0
H 0.7 1.2 -0.3
H -0.6 0.6 -0.1
H 0.8 0.6 1.0
H 0.7 -0.2 -0.8
H 0.4 0.2 -0.2
H 0.3 0.8 -0.6
H -0.6 -0.8 0.0
H 0.0 0.0 0.0
H 0.0 0.0 -1.8
H 0.7 0.0 0.6
H -0.7 -1.1 -1.1
H -0.6 0.8 -0.4

=====

DFT (ωB97M-V/def2-TZVPD) results for a cluster of 5 separate species, C24H56N2O5 in total.

Output
charge: +1
energy relative to the best compared isomer or geometry (same formula, charge and spin): 0.0 kcal/mol
HOMO-LUMO gap (spin up / spin down): 7.4 / 3.1 eV
<S²>: 0.754
HOMO level (spin up / spin down): -9.98 / -9.98 eV
spin multiplicity: 2

Last column: Löwdin spin population.
Positions of all 87 atoms, in Å:
C: -3.86966 3.34995 0.02617  0.000
C: -2.59332 2.51685 0.30319  0.000
O: -1.56304 3.37590 0.81196  0.000
H: -4.79047 2.84285 -0.26202  0.000
H: -3.72399 4.09094 -0.75984  0.000
H: -4.23927 3.84038 0.92671  0.000
H: -2.45174 2.04908 -0.67110  0.000
H: -2.75320 1.68769 0.99242  0.000
H: -0.76684 2.84630 0.89678  0.000
C: 0.43581 -0.31643 0.15798  0.000
C: 1.39236 0.91352 0.26828  0.000
O: 0.89062 1.84004 1.28148  0.000
H: 0.44326 -0.83630 1.11598  0.000
H: 0.77849 -1.01851 -0.60212  0.000
H: -0.62464 -0.16913 -0.04664  0.000
H: 1.32275 1.37906 -0.71485  0.000
H: 2.40270 0.53184 0.41534  0.000
H: 1.34299 1.69601 2.11588  0.000
C: 0.58922 1.08446 4.72617  0.000
C: 2.12521 0.69194 4.79863  0.000
O: 2.97050 1.16336 3.73110  0.000
H: 0.01789 0.73225 5.58502  0.000
H: 0.22029 0.65399 3.79521  0.000
H: 0.53750 2.17301 4.70381  0.000
H: 2.14621 -0.39583 4.86501  0.000
H: 2.57358 0.98494 5.74796  0.000
H: 3.78384 0.65420 3.75992  0.000
C: -2.17135 2.52681 -3.74471  0.021
C: -1.33167 3.78418 -3.68937  0.050
C: -0.50022 3.64865 -2.36477  0.000
C: 0.94185 4.25925 -2.37608  0.000
C: 1.61301 3.88038 -3.68859  0.002
C: 0.90134 4.37462 -4.90383  0.050
N: -0.44613 3.75453 -4.87514  0.615
O: -1.10679 4.00624 -6.02235  0.121
C: 1.03550 5.93755 -4.96444  0.046
C: 1.74077 3.79538 -6.09280  0.014
C: -2.13838 5.12282 -3.63916  0.047
H: -2.90718 2.59474 -2.94344  0.001
H: -1.59487 1.62150 -3.55454  0.000
H: -2.79760 2.52760 -4.63685  0.000
H: -1.08054 4.17585 -1.60755  0.000
H: -0.46416 2.59147 -2.10176  0.000
H: 1.51142 3.88868 -1.52380  0.000
H: 0.92339 5.34000 -2.23567  0.000
H: 1.80761 2.80791 -3.68253  0.000
H: 2.58180 4.37793 -3.73355  -0.001
H: 2.07882 6.22035 -5.10446  0.005
H: 0.51223 6.29346 -5.85192  0.001
H: 0.62446 6.52799 -4.14559  0.001
H: 2.79024 3.62133 -5.85525  0.001
H: 1.31252 2.82652 -6.34973  0.000
H: 1.66335 4.41592 -6.98556  0.000
H: -2.79850 5.22581 -4.50040  0.001
H: -1.43875 5.95862 -3.63112  0.000
H: -2.74544 5.15951 -2.73460  0.005
H: -0.91439 3.18867 -6.48727  0.017
C: -1.05952 -4.23934 3.95219  0.000
C: -0.17445 -5.48605 3.80106  0.000
C: -1.08344 -6.60046 3.17679  0.000
C: -1.33855 -6.52935 1.66863  0.000
C: -0.02802 -6.45452 0.93786  0.000
C: 0.90180 -5.24713 1.44013  0.000
N: 1.05454 -5.34856 2.93945  0.000
O: 1.86934 -4.29597 3.36840  0.000
C: 2.26720 -5.55595 0.75412  0.000
C: 0.31958 -3.83349 0.98945  0.000
C: 0.35029 -6.00269 5.19696  0.000
H: -1.54447 -4.22104 4.92819  0.000
H: -1.87566 -4.05458 3.25371  0.000
H: -0.37788 -3.38906 3.93000  0.000
H: -0.62753 -7.56755 3.38882  0.000
H: -1.99229 -6.66768 3.77474  0.000
H: -1.94013 -5.66617 1.38380  0.000
H: -1.88475 -7.46332 1.53654  0.000
H: -0.26973 -6.35185 -0.12003  0.000
H: 0.53175 -7.38242 1.05518  0.000
H: 2.71005 -6.46109 1.16968  0.000
H: 2.28412 -5.50956 -0.33476  0.000
H: 3.01237 -4.86090 1.14107  0.000
H: 1.06918 -3.05613 1.13748  0.000
H: 0.08094 -3.83007 -0.07410  0.000
H: -0.61236 -3.55618 1.48207  0.000
H: 0.93752 -5.16868 5.58125  0.000
H: 0.96084 -6.89922 5.08936  0.000
H: -0.41567 -6.37165 5.87907  0.000
H: 2.67557 -4.74595 3.63127  0.000

Force components x, y, z for each atom (eV/Å):
C -0.3 0.2 1.0
C -1.3 0.6 -0.1
O -1.0 -0.3 -1.1
H 0.4 -0.9 -0.3
H 0.4 0.2 0.1
H 0.5 0.4 0.1
H 1.2 -0.1 -0.2
H -0.3 0.1 0.2
H 0.5 -0.3 0.3
C 0.6 -0.2 0.7
C -2.3 -0.7 0.0
O 0.6 -0.6 -1.4
H 0.1 -0.2 0.0
H 0.3 0.0 0.0
H 0.1 0.8 -0.1
H 0.4 0.6 0.2
H 0.0 0.4 0.4
H 0.4 -0.1 0.2
C 2.3 0.4 -0.7
C -0.8 -0.7 1.1
O -1.3 0.1 -0.1
H 0.3 -0.2 -0.1
H -0.4 0.1 0.1
H -0.3 0.0 -0.2
H 0.1 -0.3 -0.4
H -0.2 0.5 0.1
H 0.0 0.0 0.0
C -1.4 0.4 -0.1
C 1.0 -0.4 1.7
C 0.8 1.0 -0.2
C -1.0 -0.4 -0.2
C 0.9 0.4 1.9
C 2.2 -0.8 0.0
N 0.2 3.6 0.6
O -0.4 -0.8 0.2
C -1.5 0.1 -0.7
C -1.4 -0.1 -0.6
C 0.3 -0.3 -0.8
H 0.1 0.0 0.2
H 0.0 0.1 -0.5
H 0.2 -0.5 -0.2
H 0.0 -0.4 0.2
H 0.2 0.1 0.1
H -0.1 -0.2 0.0
H -0.2 0.1 -0.1
H -0.1 -0.1 -0.3
H 0.2 -0.2 0.1
H 0.1 -0.5 0.2
H 0.0 0.0 -0.1
H 0.1 -0.5 0.3
H -0.2 0.3 0.3
H 0.2 -0.3 -0.1
H 0.1 0.0 0.1
H 0.1 0.0 0.0
H -0.1 0.0 0.1
H 0.2 -0.3 0.0
H -0.2 -0.3 -1.4
C 0.8 0.8 0.7
C -0.7 -1.6 -0.4
C 1.0 0.2 0.6
C -0.1 0.0 1.5
C 0.3 0.8 0.5
C -1.2 -0.6 -0.8
N -1.1 -1.2 -1.3
O 0.1 0.7 0.3
C 0.4 1.0 1.7
C 0.5 -1.1 0.0
C -0.1 0.4 -1.1
H 0.1 -0.2 0.2
H 0.3 -0.4 -0.4
H -0.2 0.4 0.0
H 0.4 -0.2 -0.2
H -0.3 0.4 -0.1
H -0.3 -0.1 0.1
H -0.1 0.1 -0.9
H 0.5 0.2 -0.2
H 0.1 0.0 0.1
H -0.6 -0.6 -0.5
H -0.3 -0.2 0.1
H 0.0 0.7 -0.4
H -0.1 -0.1 0.2
H 0.2 -0.2 -0.2
H 0.2 -0.1 0.3
H 0.0 -0.3 0.6
H 0.4 0.3 -0.5
H -0.4 0.8 0.0
H 0.1 0.1 0.1